# 1
Here is a structure of composition C4HCaLiO4 in a non-equilibrium geometry from the Open Molecules 2025 dataset. Energies are from ωB97M-V/def2-TZVPD.

Last column: Löwdin charge in e.
Cartesian coordinates (Å):
O1 -0.4783 -0.1702 -2.6093  -0.037
C1 -1.1864 0.2485 -3.3857  0.120
C2 -0.4484 -1.1098 1.0634  -0.104
C3 -1.4678 -1.3212 0.4212  0.248
H1 -2.2414 -1.8238 -0.1371  0.098
Li1 0.6981 -1.0301 -1.1181  0.777
O2 -0.3909 0.1053 1.7601  0.107
C4 0.5412 0.9001 1.2127  -0.726
O3 0.9950 1.8540 1.8559  -0.069
O4 1.2189 0.3533 0.2766  -0.239
Ca1 2.7600 1.9938 0.6605  1.825

Values from the calculation:
- M: 160.1 g mol⁻¹
- Total charge: +2
- LUMO level: -8.944 eV
- E: -1138.500648 a.u.
- ΔE to the lowest compared entry with this formula, charge and spin: 0.00 kcal per mole
- HOMO level: -17.908 eV

---

# 2
Here is an isolated molecule of C5H6O from the Open Molecules 2025 dataset. Energies are from ωB97M-V/def2-TZVPD.

Last column: Löwdin charge in e.
Cartesian coordinates (Å):
C1 -0.0670 -1.5743 0.9920  -0.103
C2 1.0394 -0.8289 0.2345  -0.251
C3 0.4527 0.2765 -0.5200  -0.023
C4 -0.1629 1.2128 -0.9708  0.039
C5 -0.9762 2.3844 -1.2229  -0.288
O1 -1.9288 2.6507 -0.5240  0.052
H1 -0.6362 -0.8724 1.6088  0.081
H2 -0.7639 -2.0437 0.2914  0.079
H3 0.3552 -2.3486 1.6383  0.071
H4 1.6080 -1.5050 -0.4129  0.111
H5 1.7542 -0.3918 0.9426  0.118
H6 -0.6747 3.0403 -2.0571  0.113

Values from the calculation:
- M: 82.1 g mol⁻¹
- LUMO level: 0.352 eV
- E: -269.278278 a.u.
- ΔE to the lowest compared entry with this formula, charge and spin: 42.65 kcal per mole
- HOMO level: -10.250 eV

---

# 3
Here is the ion C4H8BClN3O2 with charge +1 in a non-equilibrium geometry from the Open Molecules 2025 dataset. Energies are from ωB97M-V/def2-TZVPD.

Last column: Löwdin charge in e.
Cartesian coordinates (Å):
B1 -2.0512 0.2150 -0.0133  -1.092
C1 2.6699 -0.9070 0.7171  -0.051
C2 1.4491 -1.3121 0.9873  -0.117
C3 3.0581 0.2272 -0.1087  -0.763
C4 -0.7536 -0.9489 -0.0908  0.309
N1 0.3040 -1.0643 0.4050  0.150
N2 2.1482 1.1264 -0.2807  0.139
N3 -2.6642 0.3072 -1.4074  0.277
O1 -1.2313 1.3384 -0.0715  0.122
O2 -2.9793 -0.0166 0.9302  0.194
Cl1 4.6990 0.2687 -0.7131  0.699
H1 3.5282 -1.3987 1.2180  0.133
H2 1.3550 -2.0700 1.6988  0.129
H3 2.1965 1.9528 -0.8467  0.072
H4 -2.7376 1.2918 -1.6264  0.162
H5 -3.6211 -0.2194 -1.3927  0.216
H6 -2.0243 -0.3154 -1.9475  0.163
H7 -0.6719 1.5589 0.6820  0.114
H8 -2.6735 -0.0339 1.8606  0.144

Values from the calculation:
- M: 176.4 g mol⁻¹
- Total charge: +1
- LUMO level: -4.948 eV
- E: -956.804271 a.u.
- ΔE to the lowest compared entry with this formula, charge and spin: 78.77 kcal per mole
- HOMO level: -13.805 eV

---

# 4
Here is a cluster of 10 separate species, C40H95N5O5 in total in a non-equilibrium geometry from the Open Molecules 2025 dataset. Energies are from ωB97M-V/def2-TZVPD.

Last column: Löwdin charge in e.
Cartesian coordinates (Å):
C1 4.2746 0.5347 1.1967  -0.116
C2 5.5359 1.2311 1.7426  -0.262
C3 5.9848 2.4432 0.9841  -0.236
C4 6.8972 3.4051 1.8071  -0.226
C5 7.6149 4.3675 0.8454  -0.270
C6 8.5593 5.3312 1.6280  -0.103
H1 4.2183 0.3211 0.1293  0.043
H2 3.4926 1.2557 1.4350  0.054
H3 3.7705 -0.2789 1.7184  0.068
H4 5.1755 1.6290 2.6912  0.110
H5 6.3396 0.4970 1.8001  0.113
H6 5.1708 3.0943 0.6653  0.114
H7 6.4905 2.0746 0.0917  0.104
H8 6.3682 3.9467 2.5913  0.110
H9 7.6238 2.8924 2.4373  0.110
H10 8.1475 3.8477 0.0490  0.102
H11 6.8183 4.9851 0.4305  0.102
H12 7.8997 5.7884 2.3655  0.068
H13 9.4817 4.9277 2.0459  0.073
H14 8.7521 6.0787 0.8585  0.063
C7 -6.8115 -1.6385 3.5346  -0.085
C8 -5.2701 -1.5912 3.1861  -0.266
C9 -4.6805 -2.9430 3.1122  -0.269
C10 -3.1738 -3.0993 3.1285  -0.216
C11 -2.3761 -2.1237 2.2409  -0.247
C12 -0.8824 -2.4496 2.3787  -0.097
H15 -6.8990 -1.8757 4.5949  0.065
H16 -7.3176 -2.3686 2.9030  0.074
H17 -7.2784 -0.6547 3.5837  0.062
H18 -5.2211 -1.0650 2.2328  0.089
H19 -4.6452 -1.0150 3.8684  0.104
H20 -4.9846 -3.3429 2.1449  0.111
H21 -5.1625 -3.6829 3.7513  0.119
H22 -2.8665 -3.0045 4.1699  0.115
H23 -3.0296 -4.1357 2.8232  0.110
H24 -2.7936 -2.1656 1.2349  0.103
H25 -2.5105 -1.1209 2.6464  0.079
H26 -0.4345 -2.0767 3.2998  0.061
H27 -0.7040 -3.5244 2.3467  0.062
H28 -0.2818 -2.0182 1.5778  0.044
C13 -2.7814 0.9596 0.6607  -0.090
C14 -3.5436 0.2525 -0.5187  -0.246
C15 -4.1403 1.2406 -1.5460  -0.188
C16 -5.1173 2.3594 -0.9556  -0.180
C17 -5.9503 3.1818 -1.9630  -0.281
C18 -6.7263 4.3598 -1.3986  -0.124
H29 -3.4269 1.2971 1.4716  0.079
H30 -2.0507 1.7189 0.3820  0.054
H31 -2.1665 0.2229 1.1778  0.028
H32 -2.9106 -0.4351 -1.0796  0.071
H33 -4.2950 -0.4323 -0.1256  0.092
H34 -4.5539 0.5911 -2.3174  0.106
H35 -3.2663 1.6585 -2.0457  0.073
H36 -5.8248 1.9544 -0.2321  0.111
H37 -4.5649 3.0951 -0.3709  0.099
H38 -5.3308 3.5751 -2.7689  0.093
H39 -6.6739 2.5720 -2.5040  0.105
H40 -6.1584 5.0444 -0.7686  0.067
H41 -7.1457 5.0280 -2.1507  0.071
H42 -7.5411 4.0283 -0.7548  0.072
C19 -1.2709 -0.5852 7.2910  -0.126
C20 -0.2961 -0.1849 6.2203  -0.260
C21 -0.8667 0.9608 5.3245  -0.214
C22 -0.0015 1.3017 4.0966  -0.255
C23 -0.4822 2.4808 3.3365  -0.277
C24 0.2636 2.5587 2.0371  -0.121
H43 -2.1927 -1.0217 6.9066  0.066
H44 -1.5856 0.3183 7.8133  0.076
H45 -0.9588 -1.3582 7.9932  0.072
H46 0.6559 0.1340 6.6448  0.107
H47 -0.0323 -1.0502 5.6122  0.090
H48 -0.7857 1.8928 5.8838  0.109
H49 -1.9159 0.8708 5.0433  0.109
H50 1.0251 1.2680 4.4615  0.125
H51 -0.2191 0.4071 3.5131  0.089
H52 -1.5618 2.4186 3.2004  0.112
H53 -0.2001 3.3519 3.9278  0.119
H54 0.1863 1.5422 1.6513  0.044
H55 -0.1361 3.3067 1.3523  0.062
H56 1.3002 2.8410 2.2209  0.080
C25 -0.8436 -6.9239 0.5168  -0.115
C26 0.5075 -6.8959 1.2743  -0.226
C27 1.7172 -6.0368 0.7450  -0.207
C28 1.3694 -4.9003 -0.1759  -0.221
C29 2.5824 -3.8994 -0.1552  -0.236
C30 2.6396 -2.8953 -1.3301  -0.102
H57 -0.9517 -7.0362 -0.5619  0.068
H58 -1.2393 -5.9106 0.5851  0.043
H59 -1.5881 -7.6088 0.9226  0.071
H60 0.3087 -6.6047 2.3057  0.096
H61 0.7913 -7.9482 1.2618  0.092
H62 2.1733 -6.7917 0.1046  0.108
H63 2.4448 -5.7258 1.4946  0.111
H64 1.2230 -5.1936 -1.2155  0.111
H65 0.5238 -4.3295 0.2078  0.089
H66 2.5458 -3.3374 0.7780  0.100
H67 3.5019 -4.4846 -0.1672  0.106
H68 3.4804 -2.2074 -1.4200  0.058
H69 2.5967 -3.5193 -2.2228  0.071
H70 1.7122 -2.3274 -1.4040  0.024
O1 -0.2207 3.7552 -1.2263  0.009
C31 -0.4940 4.2995 -2.2711  -0.636
N1 0.3111 4.1088 -3.2724  0.192
C32 -1.7796 5.0946 -2.4337  0.024
H71 0.1611 4.6283 -4.1255  0.120
H72 1.1262 3.5246 -3.1526  0.102
H73 -1.9246 5.4287 -3.4611  0.078
H74 -1.8308 5.9537 -1.7648  0.094
H75 -2.6156 4.4578 -2.1445  0.073
O2 -2.1186 -3.9435 -4.4552  0.058
C33 -1.1018 -3.5007 -3.9558  -0.622
N2 -1.0358 -2.8039 -2.8407  0.201
C34 0.1810 -3.5419 -4.7238  -0.001
H76 -1.8125 -2.6681 -2.2095  0.125
H77 -0.2347 -2.1889 -2.8540  0.035
H78 0.9584 -2.9024 -4.3058  0.055
H79 -0.0527 -3.2239 -5.7399  0.085
H80 0.5078 -4.5657 -4.9058  0.097
O3 -1.8535 0.3188 -4.9512  -0.010
C35 -1.3542 0.1935 -6.0800  -0.617
N3 -1.9622 -0.3323 -7.0730  0.223
C36 0.0666 0.6008 -6.2340  0.011
H81 -1.5294 -0.3853 -7.9840  0.137
H82 -2.8565 -0.7179 -6.8053  0.146
H83 0.3239 1.5121 -5.6942  0.088
H84 0.3232 0.7124 -7.2875  0.087
H85 0.6371 -0.2543 -5.8716  0.085
O4 3.2985 2.0859 -3.5521  0.042
C37 4.2270 1.3332 -3.5198  -0.670
N4 4.0415 0.0817 -3.1869  0.189
C38 5.5703 1.8846 -3.6390  0.004
H86 4.7907 -0.5095 -2.8564  0.117
H87 3.0858 -0.2441 -3.2139  0.076
H88 6.2598 1.1835 -3.1686  0.078
H89 5.7055 2.7983 -3.0602  0.098
H90 5.9493 1.9781 -4.6567  0.099
O5 0.8862 -0.6639 -3.0452  0.232
C39 0.4305 0.1225 -2.2499  -0.441
N5 -0.6130 0.8556 -2.5593  0.308
C40 1.1100 0.3045 -0.8546  0.106
H91 -1.0597 0.7940 -3.4630  0.072
H92 -0.7739 1.6811 -2.0000  0.099
H93 0.8831 -0.5900 -0.2744  0.096
H94 0.6648 1.2222 -0.4703  0.076
H95 2.1790 0.4976 -0.9433  0.082

Values from the calculation:
- ⟨S²⟩: 0.76
- M: 726.2 g mol⁻¹
- Total charge: +1
- LUMO level (spin up / spin down): -2.486 / -8.178 eV
- E: -2230.734215 a.u.
- HOMO level (spin up / spin down): -12.085 / -12.037 eV
- Spin multiplicity: 2

---

Copy entry 1 word for word.
Here is a structure of composition C4HCaLiO4 in a non-equilibrium geometry from the Open Molecules 2025 dataset. Energies are from ωB97M-V/def2-TZVPD.

Last column: Löwdin charge in e.
Cartesian coordinates (Å):
O1 -0.4783 -0.1702 -2.6093  -0.037
C1 -1.1864 0.2485 -3.3857  0.120
C2 -0.4484 -1.1098 1.0634  -0.104
C3 -1.4678 -1.3212 0.4212  0.248
H1 -2.2414 -1.8238 -0.1371  0.098
Li1 0.6981 -1.0301 -1.1181  0.777
O2 -0.3909 0.1053 1.7601  0.107
C4 0.5412 0.9001 1.2127  -0.726
O3 0.9950 1.8540 1.8559  -0.069
O4 1.2189 0.3533 0.2766  -0.239
Ca1 2.7600 1.9938 0.6605  1.825

Values from the calculation:
- M: 160.1 g mol⁻¹
- Total charge: +2
- LUMO level: -8.944 eV
- E: -1138.500648 a.u.
- ΔE to the lowest compared entry with this formula, charge and spin: 0.00 kcal per mole
- HOMO level: -17.908 eV

---

Q: Which value of M does entry 1 give?
A: 160.1 g mol⁻¹

---

Q: What is the E in the first record?
A: -1138.500648 a.u.